Formula: C56H147N9O19
Source: the Open Molecules 2025 dataset
Level of theory: wB97M-V/def2-TZVPD

Last columns: bonded neighbours and bond lengths (Å).
Element x y z (Å)
1 H -7.739 25.139 20.731  C6 1.089
2 C -7.249 15.231 20.030  H22 1.089, O57 1.418, H190 1.096, H219 1.091
3 O -3.386 27.885 24.312  C7 1.403, C205 1.408
4 H -3.882 22.812 21.809  C227 1.091
5 H -4.852 28.270 25.706  C205 1.101
6 C -7.061 25.384 19.916  H1 1.089, O42 1.412, H49 1.096, H161 1.100
7 C -3.173 29.260 24.131  O3 1.403, H67 1.098, H86 1.088, H120 1.096
8 C -9.035 18.370 18.762  H35 1.094, O80 1.401, H119 1.101, H184 1.094
9 C -9.086 22.647 22.236  C152 1.514, H153 1.095, H185 1.099, O210 1.416
10 H -13.881 23.898 20.760  C55 1.096
11 H -13.724 19.517 22.129  C63 1.099
12 N -4.111 21.541 26.328  H37 1.013, C175 1.439, C196 1.469
13 O -5.557 16.268 14.064  H74 0.970, C176 1.418
14 H -8.415 20.104 28.300  C21 1.092
15 H -13.766 15.047 17.873  C28 1.101
16 H -3.472 17.962 16.490  C230 1.092
17 H -7.607 23.713 24.266  C75 1.096
18 H -3.983 13.956 21.296  C139 1.089
19 H -5.804 18.833 18.314  C38 1.091
20 C -0.573 25.992 17.801  C90 1.516, H125 1.111, H170 1.091, O216 1.404
21 C -8.804 20.033 27.282  H14 1.092, H32 1.096, O131 1.416, H225 1.089
22 H -7.735 14.825 19.144  C2 1.089
23 C -0.918 26.605 15.536  H143 1.103, O216 1.405, H229 1.090, H231 1.089
24 H -3.685 25.119 26.808  N44 1.016
25 H -13.262 21.462 29.393  C160 1.098
26 H -4.567 22.480 28.137  C196 1.095
27 H -12.042 26.336 32.583  C65 1.098
28 C -13.221 15.796 17.279  H15 1.101, H158 1.108, O180 1.396, C213 1.508
29 H -5.978 25.757 27.017  C68 1.088
30 H -9.390 20.699 19.535  N145 1.004
31 C -11.840 22.978 29.563  N39 1.437, H50 1.107, H144 1.091, C160 1.530
32 H -9.664 19.359 27.368  C21 1.096
33 N -4.230 13.671 23.389  H79 1.014, C96 1.470, C139 1.478
34 C -14.761 26.681 32.545  O70 1.413, H137 1.083, H178 1.096, H179 1.103
35 H -9.735 19.149 18.447  C8 1.094
36 H -9.722 17.812 21.885  C82 1.094
37 H -4.154 20.577 26.018  N12 1.013
38 C -5.111 18.132 17.846  H19 1.091, H43 1.096, H56 1.091, C230 1.516
39 N -12.641 23.877 30.348  C31 1.437, H62 1.009, C115 1.449
40 H -3.062 23.317 25.986  C175 1.090
41 H -2.397 15.130 22.140  C87 1.099
42 O -5.770 24.944 20.281  C6 1.412, C51 1.421
43 H -5.769 17.307 17.548  C38 1.096
44 N -3.628 26.080 26.481  H24 1.016, C174 1.487, H215 1.017
45 H -7.228 22.820 17.529  C194 1.089
46 H -8.966 22.824 20.071  C152 1.094
47 H -13.867 20.359 23.641  C63 1.105
48 H -14.187 15.175 14.242  C95 1.085
49 H -7.470 24.939 19.002  C6 1.096
50 H -11.320 22.272 30.237  C31 1.107
51 C -4.769 25.337 19.352  O42 1.421, C99 1.523, H100 1.095, H151 1.106
52 H -9.716 28.470 23.975  O59 0.960
53 C -13.026 21.574 22.090  C63 1.496, N150 1.468, H171 1.088, H206 1.103
54 H -7.209 21.270 18.351  C194 1.093
55 C -13.768 23.316 19.839  H10 1.096, H76 1.099, O92 1.402, C217 1.530
56 H -4.435 17.746 18.611  C38 1.091
57 O -6.616 14.123 20.648  C2 1.418, C165 1.407
58 H -12.249 17.676 23.341  C130 1.099
59 O -9.926 27.575 23.696  H52 0.960, C157 1.467
60 H -1.980 24.304 17.859  C90 1.091
61 H -14.832 25.548 17.722  C107 1.092
62 H -13.323 23.443 30.950  N39 1.009
63 C -13.205 20.249 22.762  H11 1.099, H47 1.105, C53 1.496, O106 1.416
64 H -6.909 20.391 23.609  N199 1.022
65 C -12.720 25.628 32.090  H27 1.098, O70 1.410, H101 1.101, C115 1.503
66 H -4.324 25.472 24.592  C174 1.097
67 H -3.903 29.697 23.437  C7 1.098
68 C -5.946 25.638 25.935  H29 1.088, H141 1.092, C174 1.537, H212 1.092
69 H -6.021 19.829 24.744  N199 1.025
70 O -13.848 26.276 31.545  C34 1.413, C65 1.410
71 C -4.425 18.199 29.269  H113 1.091, O164 1.410, H183 1.091, H192 1.095
72 H -7.389 22.162 25.046  C75 1.094
73 H -13.525 22.704 28.223  C160 1.096
74 H -5.518 17.138 14.490  O13 0.970
75 C -8.062 22.724 24.392  H17 1.096, H72 1.094, O210 1.390, H214 1.098
76 H -14.557 22.558 19.732  C55 1.099
77 H -6.282 21.449 16.841  C194 1.089
78 H -9.747 26.599 21.131  C187 1.088
79 H -4.620 12.851 23.841  N33 1.014
80 O -9.339 17.694 19.951  C8 1.401, C82 1.431
81 H -7.042 16.331 24.871  C133 1.088
82 C -9.817 18.495 21.035  H36 1.094, O80 1.431, C109 1.510, H163 1.097
83 H -3.087 21.557 28.178  C196 1.102
84 H -2.017 21.877 25.992  C175 1.105
85 H -9.176 19.515 24.871  C223 1.102
86 H -2.188 29.408 23.691  C7 1.088
87 C -2.062 14.783 23.128  H41 1.099, C96 1.513, O124 1.407, H129 1.092
88 H -7.926 18.108 23.408  C118 1.095
89 H -8.520 21.799 15.649  C197 1.091
90 C -1.940 25.380 18.038  C20 1.516, H60 1.091, N102 1.466, H156 1.099
91 H 1.034 14.201 22.205  C166 1.087
92 O -13.749 24.111 18.684  C55 1.402, C107 1.413
93 O -11.992 21.244 27.852  C160 1.400, C228 1.403
94 H -8.988 17.963 25.649  C223 1.104
95 C -14.378 15.367 15.293  H48 1.085, H111 1.096, H114 1.096, O180 1.412
96 C -2.774 13.500 23.500  N33 1.470, C87 1.513, H104 1.100, H132 1.093
97 H -15.185 25.469 19.395  C107 1.098
98 H -0.156 12.898 22.408  C166 1.097
99 C -3.431 24.845 19.889  C51 1.523, N102 1.459, H112 1.093, H220 1.086
100 H -4.984 25.140 18.297  C51 1.095
101 H -13.084 24.878 32.809  C65 1.101
102 N -2.301 25.648 19.434  C90 1.466, C99 1.459, H211 1.014
103 H -11.216 20.987 26.009  C228 1.088
104 H -2.394 12.646 22.919  C96 1.100
105 H -11.680 25.685 30.213  C115 1.096
106 O -11.959 19.736 23.195  C63 1.416, C130 1.397
107 C -14.957 24.828 18.534  H61 1.092, O92 1.413, H97 1.098, H121 1.093
108 H -5.439 27.711 24.115  C205 1.100
109 C -8.991 19.723 21.339  C82 1.510, H127 1.109, N145 1.460, H209 1.088
110 H -6.781 14.694 13.985  C176 1.091
111 H -14.923 16.311 15.409  C95 1.096
112 H -3.606 25.086 20.940  C99 1.093
113 H -5.011 17.515 28.655  C71 1.091
114 H -14.964 14.568 15.763  C95 1.096
115 C -11.933 24.962 30.996  N39 1.449, C65 1.503, H105 1.096, H154 1.104
116 H -6.325 15.141 15.653  C176 1.096
117 H -12.125 22.257 18.943  C217 1.091
118 C -7.379 18.445 24.294  H88 1.095, C133 1.520, N199 1.468, C223 1.512
119 H -8.038 18.837 18.755  C8 1.101
120 H -3.217 29.765 25.103  C7 1.096
121 H -15.774 24.136 18.314  C107 1.093
122 H -11.098 17.033 19.465  N126 1.021
123 H -2.319 22.684 23.683  C224 1.096
124 O -0.664 14.704 23.265  C87 1.407, C166 1.395
125 H -0.631 27.025 18.205  C20 1.111
126 N -11.979 16.577 19.220  H122 1.021, H208 1.020, C213 1.481
127 H -7.922 19.440 21.242  C109 1.109
128 H -8.659 15.834 15.347  C221 1.096
129 H -2.326 15.580 23.827  C87 1.092
130 C -12.062 18.568 23.955  H58 1.099, O106 1.397, H147 1.092, H173 1.097
131 O -7.822 19.446 26.449  C21 1.416, C223 1.414
132 H -2.583 13.261 24.549  C96 1.093
133 C -6.525 17.284 24.777  H81 1.088, C118 1.520, H140 1.094, H148 1.098
134 O -5.224 18.634 15.528  H188 0.960, C230 1.426
135 H -10.701 25.556 22.339  C187 1.087
136 H -5.329 21.882 22.353  C227 1.101
137 H -15.614 27.127 32.049  C34 1.083
138 H -7.668 17.241 15.380  C221 1.095
139 C -4.719 13.567 21.999  H18 1.089, N33 1.478, C165 1.524, H167 1.093
140 H -5.921 17.535 25.654  C133 1.094
141 H -5.931 24.586 25.641  C68 1.092
142 H -11.883 27.700 23.022  C157 1.088
143 H -1.080 27.681 15.710  C23 1.103
144 H -11.038 23.478 29.017  C31 1.091
145 N -9.311 20.887 20.518  H30 1.004, C109 1.460, C152 1.448
146 H -11.650 20.898 20.796  N150 1.017
147 H -11.100 18.408 24.446  C130 1.092
148 H -5.733 17.117 24.036  C133 1.098
149 C -10.985 14.809 17.838  H172 1.095, H204 1.089, C213 1.531, H226 1.089
150 N -12.549 21.368 20.717  C53 1.468, H146 1.017, C217 1.447
151 H -4.759 26.434 19.493  C51 1.106
152 C -8.672 22.138 20.871  C9 1.514, H46 1.094, N145 1.448, H222 1.104
153 H -9.028 23.740 22.282  C9 1.095
154 H -10.973 24.624 31.426  C115 1.104
155 H -11.317 16.798 17.200  C213 1.098
156 H -2.668 25.868 17.377  C90 1.099
157 C -10.884 27.695 22.591  O59 1.467, H142 1.088, C187 1.509, H193 1.088
158 H -13.832 16.713 17.388  C28 1.108
159 O -9.564 21.695 17.403  H181 0.961, C197 1.450
160 C -12.729 22.103 28.677  H25 1.098, C31 1.530, H73 1.096, O93 1.400
161 H -6.996 26.478 19.809  C6 1.100
162 H -5.405 20.585 29.222  C218 1.103
163 H -10.890 18.704 20.944  C82 1.097
164 O -3.916 19.289 28.534  C71 1.410, C218 1.391
165 C -5.942 14.463 21.835  O57 1.407, C139 1.524, H195 1.099, H201 1.100
166 C -0.029 13.977 22.258  H91 1.087, H98 1.097, O124 1.395, H191 1.100
167 H -5.026 12.544 21.772  C139 1.093
168 H -5.423 23.603 22.388  C227 1.089
169 H -5.644 20.111 27.597  C218 1.105
170 H 0.176 25.565 18.469  C20 1.091
171 H -13.980 22.096 22.102  C53 1.088
172 H -11.038 14.400 16.823  C149 1.095
173 H -12.826 18.626 24.739  C130 1.097
174 C -4.620 26.178 25.378  N44 1.487, H66 1.097, C68 1.537, C205 1.500
175 C -3.020 22.259 25.726  N12 1.439, H40 1.090, H84 1.105, C224 1.516
176 C -6.606 15.528 14.667  O13 1.418, H110 1.091, H116 1.096, C221 1.522
177 H -11.419 26.334 20.992  C187 1.101
178 H -14.977 25.844 33.219  C34 1.096
179 H -14.289 27.437 33.193  C34 1.103
180 O -13.121 15.440 15.933  C28 1.396, C95 1.412
181 H -10.332 21.762 16.830  O159 0.961
182 H -12.577 22.166 26.013  C228 1.096
183 H -3.542 17.690 29.659  C71 1.091
184 H -8.931 17.580 18.012  C8 1.094
185 H -10.141 22.368 22.367  C9 1.099
186 H -11.700 23.314 20.325  C217 1.104
187 C -10.632 26.467 21.750  H78 1.088, H135 1.087, C157 1.509, H177 1.101
188 H -5.060 19.381 14.947  O134 0.960
189 O -4.311 22.851 23.859  C224 1.427, C227 1.410
190 H -6.477 15.955 19.745  C2 1.096
191 H -0.455 14.214 21.272  C166 1.100
192 H -4.982 18.559 30.141  C71 1.095
193 H -10.570 28.603 22.082  C157 1.088
194 C -7.189 21.743 17.366  H45 1.089, H54 1.093, H77 1.089, C197 1.512
195 H -6.625 14.365 22.690  C165 1.099
196 C -4.120 21.540 27.797  N12 1.469, H26 1.095, H83 1.102, C218 1.511
197 C -8.418 21.293 16.610  H89 1.091, O159 1.450, C194 1.512, H200 1.093
198 H -3.204 21.105 23.905  C224 1.098
199 N -6.462 19.512 23.876  H64 1.022, H69 1.025, C118 1.468
200 H -8.455 20.204 16.523  C197 1.093
201 H -5.605 15.510 21.829  C165 1.100
202 H -11.024 22.613 26.593  C228 1.103
203 H -3.942 19.620 16.842  C230 1.094
204 H -9.943 15.042 18.051  C149 1.089
205 C -4.645 27.588 24.868  O3 1.408, H5 1.101, H108 1.100, C174 1.500
206 H -12.282 22.137 22.678  C53 1.103
207 H -8.299 16.595 13.802  C221 1.087
208 H -12.653 17.343 19.174  N126 1.020
209 H -9.065 20.037 22.378  C109 1.088
210 O -8.292 22.012 23.221  C9 1.416, C75 1.390
211 H -2.568 26.623 19.514  N102 1.014
212 H -6.820 26.095 25.466  C68 1.092
213 C -11.847 16.074 17.834  C28 1.508, N126 1.481, C149 1.531, H155 1.098
214 H -8.966 22.855 25.003  C75 1.098
215 H -2.697 26.156 26.078  N44 1.017
216 O -0.056 26.052 16.497  C20 1.404, C23 1.405
217 C -12.430 22.582 19.939  C55 1.530, H117 1.091, N150 1.447, H186 1.104
218 C -4.833 20.314 28.319  H162 1.103, O164 1.391, H169 1.105, C196 1.511
219 H -8.001 15.692 20.672  C2 1.091
220 H -3.216 23.796 19.706  C99 1.086
221 C -7.880 16.353 14.776  H128 1.096, H138 1.095, C176 1.522, H207 1.087
222 H -7.572 22.051 20.835  C152 1.104
223 C -8.419 18.848 25.315  H85 1.102, H94 1.104, C118 1.512, O131 1.414
224 C -3.117 22.155 24.216  H123 1.096, C175 1.516, O189 1.427, H198 1.098
225 H -9.092 21.025 26.936  C21 1.089
226 H -11.390 14.045 18.499  C149 1.089
227 C -4.717 22.784 22.510  H4 1.091, H136 1.101, H168 1.089, O189 1.410
228 C -11.727 21.764 26.576  O93 1.403, H103 1.088, H182 1.096, H202 1.103
229 H -0.426 26.598 14.563  C23 1.090
230 C -4.332 18.617 16.640  H16 1.092, C38 1.516, O134 1.426, H203 1.094
231 H -1.857 26.056 15.482  C23 1.089

Highest occupied orbital energy, eV: -8.420
E, eV: -112757.571
Energy above the lowest of the compared OMol25 structures with the same formula, charge and spin, eV: 0.000
Kohn-Sham gap, eV: 8.637